Entry from the Open Molecules 2025 dataset: C12H16O4S in the gas phase at a distorted geometry (ωB97M-V/def2-TZVPD).

Its net charge is 0. For the total energy, the calculation gives -31726.073 eV. The SMILES is CCS(=O)(=O)Oc1ccc2c(c1)C(C)(C)CO2. As for the relative energy (zero: lowest compared OMol25 entry of this formula, charge and spin): 159.98 kJ/mol. The lowest unoccupied orbital energy is 0.426 eV.

```
33
C12H16O4S, DFT ωB97M-V/def2-TZVPD
C 3.18372 -3.71491 1.00299
C 3.24056 -2.45311 1.96723
S 2.13326 -1.24359 1.31248
O 1.82750 -0.30485 2.45439
O 2.85158 -0.48126 0.33353
O 0.87955 -2.09145 0.46776
C -0.09590 -1.36388 -0.08318
C -1.02782 -1.98565 -0.91864
C -2.02058 -1.26014 -1.43835
C -2.05398 0.15180 -1.36362
C -1.10942 0.77017 -0.58573
C -0.17397 0.07040 0.07493
C -1.38097 2.18840 -0.64789
C -1.49190 2.66351 0.79388
C -0.42240 3.14548 -1.40766
C -2.84623 2.19646 -1.23039
O -2.94867 0.93232 -1.95431
H 4.08764 -4.35593 1.23949
H 2.25786 -4.27832 1.26111
H 3.18465 -3.32972 -0.03805
H 2.89544 -2.79466 2.99222
H 4.17052 -1.91754 2.07561
H -0.87908 -3.03689 -1.23647
H -2.89226 -1.67604 -1.95226
H 0.53615 0.57748 0.69981
H -0.52040 2.60105 1.30625
H -2.22273 2.07276 1.26776
H -1.87922 3.66036 0.77152
H 0.44862 2.56128 -1.72127
H -0.93631 3.57445 -2.27927
H -0.12016 3.97115 -0.73541
H -3.62211 2.13158 -0.51907
H -3.05294 3.01930 -1.90937
```